--- one ---
C5H10N2O2S | ωB97M-V/def2-TZVPD

The HOMO-LUMO gap comes out at 0.3404 Eh. Its charge is 0.

Cartesian coordinates (Å):
S: 1.00546 0.09930 1.65292
O: 4.59326 0.96337 0.32814
O: 1.15741 1.00320 2.78855
N: 2.59329 -0.09267 0.94963
N: -0.87053 -0.41711 -0.21005
C: -0.41438 1.17311 -1.82902
C: 0.90321 -1.58084 2.39643
C: 3.56320 0.54286 0.65486
C: -2.73569 0.16452 -1.74478
C: -1.38248 0.23813 -1.18162
H: -3.33736 -0.58187 -1.27048
H: 0.67480 0.80354 -1.74089
H: -3.26891 1.09098 -1.40962
H: -0.40752 2.09970 -1.35647
H: 1.66611 -1.59856 3.15264
H: -2.83063 0.04306 -2.84511
H: -1.57712 -1.05728 0.13050
H: 1.29339 -2.28378 1.66043
H: -0.62705 1.24108 -2.96468
H: 0.00153 -1.85073 2.83863

Atom charges from the Mulliken analysis, given in e for atoms 1 to 4: 0.70 -0.44 -0.62 -0.34

--- two ---
C5H10N2O2S | ωB97M-V/def2-TZVPD

The HOMO-LUMO gap (spin up / spin down) comes out at 0.2686 / 0.2666 Eh. Its charge is 0.

Cartesian coordinates (Å):
S: -0.64797 -1.69782 -0.95845
O: -0.88277 2.02088 -2.63931
O: 0.35973 -2.69945 -1.34404
N: 0.55310 0.43380 1.30739
N: 0.15878 1.24828 -0.86015
C: -0.50974 1.07219 -2.02151
C: -0.87271 -0.33651 -2.42367
C: 0.70720 0.31182 -0.06262
C: -0.85954 0.51867 1.75797
C: 1.34806 -0.66942 1.83112
H: 0.21936 2.07646 -0.31481
H: -1.09295 1.68406 1.63258
H: 1.54372 -0.02731 -0.50012
H: -0.86084 0.34930 2.76321
H: -0.17170 -0.86914 -3.09043
H: -1.64860 0.00033 1.25334
H: 1.21361 -0.59662 2.99106
H: 1.01145 -1.72578 1.54391
H: -1.94233 -0.50686 -2.51428
H: 2.37412 -0.58690 1.64879

Atom charges from the Mulliken analysis, given in e for atoms 1 to 4: 0.37 -0.57 -0.58 -0.07

It is two that is the least stable of them.

--- one ---
C5H12NO2 | ωB97M-V/def2-TZVPD

The HOMO-LUMO gap comes out at 0.2333 Eh. Its charge is -1.

Cartesian coordinates (Å):
O: -2.47410 -1.93940 -0.95693
O: -0.28667 0.64703 3.17799
N: -0.75723 -1.23507 1.30739
C: 0.61943 -0.04729 -0.42538
C: -0.32191 0.06595 0.79363
C: 0.32496 0.86838 2.00891
C: 0.61071 1.12397 -1.37215
C: 1.34861 1.05008 -2.48411
H: 1.42050 0.71178 1.84997
H: 0.05250 1.94294 1.74024
H: 1.59888 -0.11179 0.06955
H: -1.23076 0.57184 0.46230
H: -1.01176 -1.08397 2.28035
H: -1.84510 -2.00450 -1.67655
H: 0.38759 -0.93699 -1.01403
H: -1.93201 -1.63415 -0.19317
H: -0.02695 -1.94503 1.35571
H: 0.08214 2.01098 -1.04957
H: 2.03945 0.21605 -2.54794
H: 1.40170 1.72919 -3.32622

Atom charges from the Mulliken analysis, given in e for atoms 1 to 4: -0.74 -0.90 -0.68 -0.62

--- two ---
C5H12NO2 | ωB97M-V/def2-TZVPD

The HOMO-LUMO gap comes out at 0.2150 Eh. Its charge is -1. Its SMILES is [O-]CCNCCCO.

Cartesian coordinates (Å):
O: -1.23364 -1.49737 2.09781
O: 1.57450 2.47730 -0.31410
N: -0.56278 -0.30123 -0.49495
C: 1.89702 -0.03846 -0.52295
C: -2.34019 -1.35357 1.32463
C: 2.02787 1.43034 -1.22315
C: 0.63826 -0.14499 0.41178
C: -1.95125 -0.32652 0.18678
H: 3.06210 1.58608 -1.35098
H: -2.62734 -0.63681 -0.63502
H: -2.47467 -2.29906 0.78896
H: -2.23639 0.66461 0.64200
H: -3.31724 -0.99180 1.74587
H: 1.55878 1.43732 -2.12981
H: 2.83986 -0.28818 -0.08283
H: -0.46229 -1.26159 -0.89370
H: 0.69495 -0.87836 1.22091
H: 0.54204 0.90003 0.86735
H: 1.81585 -0.83955 -1.24446
H: 0.55455 2.36181 -0.39415

Atom charges from the Mulliken analysis, given in e for atoms 1 to 4: -0.88 -0.59 -0.28 -0.51

It is two that is the least stable of them.

--- one ---
C5H12NO2 | ωB97M-V/def2-TZVPD

The HOMO-LUMO gap comes out at 0.2283 Eh. Its charge is -1.

Cartesian coordinates (Å):
O: -0.65753 2.51756 1.45240
O: -0.38562 -2.72295 -0.78777
N: 0.61344 0.18136 1.13129
C: -0.30584 -0.58277 -2.29687
C: 0.11729 3.50167 0.90671
C: -0.02865 -2.13802 0.36557
C: -0.06217 -0.59561 0.12616
C: 0.54125 -0.52469 -1.17914
H: 0.36987 1.21730 1.25281
H: 1.61739 0.05625 0.99499
H: 0.96639 -2.34083 0.80999
H: -0.36510 4.49307 0.98396
H: 1.14482 3.59410 1.33926
H: -0.09907 -1.66469 -1.69126
H: 0.27760 -0.26361 -3.14971
H: -0.64698 -2.32209 1.26572
H: -1.34594 -0.30939 -2.26940
H: 1.61410 -0.62128 -1.32658
H: 0.31196 3.33203 -0.18355
H: -1.13655 -0.41377 0.11907

Atom charges from the Mulliken analysis, given in e for atoms 1 to 4: -0.89 -0.79 -0.63 -0.87

--- two ---
C5H12NO2 | ωB97M-V/def2-TZVPD

The HOMO-LUMO gap comes out at 0.2038 Eh. Its charge is -1. Its SMILES is N[C@H](CO)CCC[O-].

Cartesian coordinates (Å):
O: 3.43359 -0.20550 1.50240
O: -2.13661 -1.81745 -1.23454
N: -0.81987 0.86605 -1.55195
C: 2.30332 -0.42314 0.88432
C: -1.91510 -0.82488 -0.27532
C: -0.56294 -0.05511 -0.49312
C: -0.06959 0.72605 0.78720
C: 1.42229 0.94450 0.76694
H: 0.26749 -0.66099 -0.90470
H: -1.25591 -2.26297 -1.40328
H: 2.50097 -0.85026 -0.09206
H: -2.05244 -1.37004 0.65216
H: 1.71036 1.66797 1.50326
H: -1.08335 1.77397 -1.26619
H: -0.59310 1.74065 0.85738
H: 1.64544 -1.20612 1.44043
H: 1.64412 1.37307 -0.24406
H: -1.41208 0.52117 -2.27394
H: -0.35127 0.11826 1.73653
H: -2.67531 -0.05525 -0.39146

Atom charges from the Mulliken analysis, given in e for atoms 1 to 4: -0.88 -0.54 -0.64 -0.28

--- three ---
C5H12NO2 | ωB97M-V/def2-TZVPD

The HOMO-LUMO gap comes out at 0.2242 Eh. Its charge is -1.

Cartesian coordinates (Å):
O: -3.20212 0.00488 0.73061
O: -0.11168 1.34858 2.99619
N: 1.04628 -0.70943 -2.32908
C: 0.06514 -1.54545 -2.74165
C: 0.88193 0.74603 -0.49103
C: -0.27322 0.62480 1.94601
C: 1.31124 -0.66175 -0.86304
C: 1.01540 0.83589 1.01966
H: 0.61860 -1.32077 -0.33557
H: -0.25795 -1.34972 -3.74275
H: -0.45440 -2.30103 -2.13971
H: 1.47467 1.63517 -1.05432
H: -1.31764 0.84244 1.50482
H: -0.19764 1.06902 -0.67960
H: -3.20511 0.94674 1.01414
H: -0.30777 -0.59845 2.19311
H: 2.21781 -1.00529 -0.67720
H: -2.40908 -0.56344 0.97565
H: 1.87775 0.11100 1.32884
H: 1.22778 1.89079 1.34494

Atom charges from the Mulliken analysis, given in e for atoms 1 to 4: -0.73 -0.86 -0.48 -0.29

It is one that is the least stable of them.